# C6H10NO

A cluster of 2 separate species, C6H10NO in total in a non-equilibrium geometry (ωB97M-V/def2-TZVPD, the Open Molecules 2025 dataset).

The geometry in XYZ format:
```
18
Properties=species:S:1:pos:R:3:nbo_charge:R:1
C 0.517 -2.743 0.973 0.002
C 0.201 -1.647 0.556 -0.164
C 1.494 0.500 -1.684 0.176
C -1.725 -0.439 -0.320 -0.703
C -0.268 1.949 1.284 -0.415
C -0.366 -0.409 0.253 0.324
N 0.306 0.635 0.804 -0.427
O 2.105 -0.118 -2.605 -0.608
H 0.901 -3.720 0.958 0.262
H 0.410 0.000 -1.509 0.046
H -1.909 0.548 -0.945 0.259
H -2.598 -0.399 0.469 0.295
H -1.849 -1.241 -1.030 0.276
H -1.194 2.107 0.646 0.228
H -0.788 1.847 2.339 0.245
H 0.461 2.678 1.218 0.241
H 3.097 0.101 -2.607 0.532
H 1.205 0.350 1.201 0.432
```

Output
* LUMO energy (spin up / spin down): -5.279 / -5.280 eV
* strongest force on any atom: 0.0962 hartree/bohr
* total charge: +1
* E: -9908.5491 eV
* HOMO (spin up / spin down): -12.718 / -12.717 eV
* Kohn-Sham gap (spin up / spin down): 7.439 / 7.437 eV